Entry 1:
A molecular structure, C6H14ClHoOTi, computed with the ωB97M-V functional and the def2-TZVPD basis.

Cartesian coordinates (Å):
Ho 0.36827 -0.31099 -2.58438
Cl 1.79104 -2.26633 -2.31818
C 2.22872 0.99151 -2.79900
C -1.10510 -0.58497 -4.34644
H 2.22237 1.40680 -3.80858
H 2.26098 1.81349 -2.07466
H 3.13208 0.37914 -2.67394
H -1.11575 0.20257 -5.10663
H -2.08142 -0.59579 -3.85831
H -0.92566 -1.56331 -4.83474
Ti -0.67411 -0.54787 1.67978
C -2.38575 -1.55565 2.10870
C -0.49021 1.34418 1.11733
H -3.25533 -1.10945 1.57534
H -2.09336 -2.53472 1.58130
H -2.58618 -1.71823 3.19308
H -1.44406 1.79498 0.68512
H 0.38411 1.80550 0.57556
C 1.08644 0.92813 3.84791
C 0.44858 -0.17660 3.16659
O 0.62510 -1.43901 2.93994
H 0.70145 1.79434 3.27142
H 2.17809 0.93811 3.78412
H 0.72968 1.00416 4.87867

Properties
Charge: -1
Gap between HOMO and LUMO (alpha / beta) (eV): 5.834 / 5.789
Highest occupied orbital energy (alpha / beta) (eV): -3.13 / -3.16
Multiplicity: 6
Relative energy (zero: lowest compared OMol25 entry of this formula, charge and spin) (kcal/mol): 0.0

---

Entry 2:
A molecular structure, C39H30CaIN2O3P, computed with the ωB97M-V functional and the def2-TZVPD basis.

Cartesian coordinates (Å):
Ca -0.61605 -1.27786 -0.17890
C -3.45152 1.01534 2.72112
C -3.09600 0.05755 1.60246
O -1.88839 -0.00784 1.30360
C -4.13436 -0.70254 0.95180
C -5.46609 -0.59084 1.42861
C -6.50878 -1.26478 0.86289
C -6.25200 -2.09489 -0.24921
C -4.99126 -2.22868 -0.74863
C -3.86548 -1.55196 -0.17913
O -2.71570 -1.72682 -0.70243
H -2.54266 1.52083 3.03657
H -3.87822 0.47950 3.57014
H -4.18291 1.75367 2.39282
H -5.66580 0.04794 2.27822
H -7.51114 -1.16216 1.25486
H -7.06942 -2.63254 -0.71553
H -4.78816 -2.85959 -1.60453
O 0.49414 -0.27255 -1.76586
C 0.48220 -0.60914 -3.02230
C 0.35622 0.38398 -4.02134
C 0.36804 0.08316 -5.36338
C 0.49995 -1.23895 -5.79310
C 0.62009 -2.22998 -4.84231
C 0.62710 -1.95174 -3.46998
C 0.78554 -3.07843 -2.54213
N 0.30982 -3.23687 -1.31342
C 0.67299 -4.49856 -0.90320
C 1.38075 -5.11624 -1.88399
N 1.44264 -4.20980 -2.91079
H 0.25030 1.40606 -3.67913
H 0.26311 0.87941 -6.09065
H 0.48648 -1.48752 -6.84536
H 0.67460 -3.26013 -5.17867
H 0.40073 -4.87747 0.06792
H 1.83630 -6.08838 -1.94197
H 1.95830 -4.31457 -3.76615
I -0.54528 -2.58037 2.84756
C 0.81155 -4.18600 2.73574
C 0.24013 -5.40338 2.98100
C 1.03503 -6.54613 3.19771
C 2.38523 -6.40722 3.26610
C 3.00244 -5.15531 3.02243
C 4.40332 -5.03464 3.18962
C 5.02971 -3.84672 2.97414
C 4.28960 -2.77375 2.44640
C 2.93837 -2.84559 2.21698
P 2.26201 -1.58050 1.04234
C 3.32699 -1.87988 -0.41720
C 3.39940 -0.88395 -1.39409
C 4.09131 -1.10387 -2.57365
C 4.72104 -2.32182 -2.79725
C 4.65182 -3.31717 -1.83516
C 3.95575 -3.10081 -0.65244
C 2.92585 -0.02569 1.74623
C 2.11178 0.65060 2.65372
C 2.54136 1.82766 3.24787
C 3.78471 2.35249 2.92737
C 4.59470 1.69748 2.00992
C 4.16857 0.51544 1.42274
C 2.22926 -4.02093 2.63595
H -0.83574 -5.48525 3.05428
H 0.55953 -7.50176 3.37196
H 3.01915 -7.24862 3.51781
H 4.95598 -5.90854 3.51294
H 6.09424 -3.74030 3.13479
H 4.82551 -1.88271 2.14488
H 2.88675 0.05653 -1.24411
H 4.12480 -0.32517 -3.32475
H 5.26250 -2.49152 -3.71970
H 5.13883 -4.27079 -2.00024
H 3.90771 -3.89210 0.08418
H 1.13162 0.25413 2.89469
H 1.89950 2.34117 3.95191
H 4.11800 3.27590 3.38297
H 5.56046 2.10958 1.74681
H 4.80105 0.02148 0.69505

Properties
Charge: 0
Gap between HOMO and LUMO (eV): 6.855
Highest occupied orbital energy (eV): -7.11
Relative energy (zero: lowest compared OMol25 entry of this formula, charge and spin) (kcal/mol): 0.0

---

Entry 3:
A molecular structure, C18H15BrCd, computed with the ωB97M-V functional and the def2-TZVPD basis.

Cartesian coordinates (Å):
C 0.82606 1.99039 -1.68213
C -0.50775 2.30699 -1.34846
C -0.53262 2.68295 0.05125
H -1.38065 2.30405 -2.00197
C 0.81889 2.54848 0.55361
C 1.63857 2.13899 -0.51418
H 2.72365 2.01566 -0.47967
H 1.20396 1.73994 -2.67878
H -1.34063 3.23398 0.54933
H 1.12193 2.73990 1.57501
Cd -1.66310 0.89978 0.95490
Br -3.49741 -0.45298 -0.09851
C 0.42330 -2.74590 0.06975
C 1.75804 -2.26404 -0.05633
C 1.90936 -1.72197 -1.36513
H 2.52721 -2.29790 0.71628
C 0.68176 -1.92803 -2.07181
C -0.24537 -2.53952 -1.17536
H -1.27802 -2.79768 -1.38772
H -0.02322 -3.16795 0.97016
H 2.82907 -1.33942 -1.79261
H 0.51549 -1.70032 -3.12837
C -0.66998 -0.18248 2.53840
C -1.44327 -0.35126 3.49297
C -2.44353 -0.52859 4.48385
C -2.34378 0.18579 5.69066
C -3.33655 0.04685 6.65634
C -4.43517 -0.79749 6.43025
C -4.57693 -1.43704 5.19119
C -3.60612 -1.28920 4.20689
H -1.48785 0.85785 5.81899
H -3.26685 0.59322 7.59438
H -5.18382 -0.93172 7.21004
H -5.44970 -2.06199 4.99203
H -3.70842 -1.72327 3.20666

Properties
Charge: -2
Gap between HOMO and LUMO (eV): 4.228
Highest occupied orbital energy (eV): 0.37

---

Which calculated total energy belongs to each record? In order, -69927.5125 -85885.9441 -93512.9052 eV.
Which largest force on an atom belongs to each record? In order, 0.0564 0.0039 0.0309 Eh/bohr.